Here is 4 unconnected molecules or ions with the total composition C25H51NO14P from the OMol25 dataset. Energies are from ωB97M-V/def2-TZVPD.

```
92
Properties=species:S:1:pos:R:3:lowdin_charge:R:1
O -3.940 -0.345 0.614 0.19
C -3.044 0.218 1.162 -0.50
O -2.571 1.406 0.762 0.16
C -2.396 -0.407 2.371 -0.07
C -2.386 0.229 3.611 0.06
C -1.828 -0.417 4.693 0.02
N -1.279 -1.635 4.553 -0.08
C -0.597 -2.297 5.681 -0.10
P 1.247 -2.265 5.427 0.42
O 1.649 -3.556 4.877 -0.23
O 1.889 -1.818 6.790 -0.07
O 1.521 -1.010 4.483 -0.10
C -1.278 -2.269 3.359 0.02
C -1.835 -1.683 2.251 0.08
H -1.741 1.644 1.195 0.13
H -2.815 1.212 3.746 0.14
H -1.806 0.024 5.680 0.14
H -0.935 -1.848 6.611 0.11
H -0.866 -3.349 5.642 0.12
H 1.388 -1.194 7.331 0.10
H 1.553 -1.277 3.553 0.10
H -0.806 -3.244 3.331 0.16
H -1.836 -2.208 1.305 0.15
C -1.745 -2.361 -4.977 -0.09
O -1.189 -1.362 -4.148 -0.21
C -1.776 -1.267 -2.868 -0.20
C -0.751 -0.818 -1.851 -0.18
O 0.180 -1.808 -1.448 -0.13
C 1.157 -2.228 -2.392 -0.17
C 2.244 -1.225 -2.688 -0.20
O 1.734 -0.165 -3.473 -0.22
C 2.397 1.062 -3.275 -0.10
H -2.766 -2.108 -5.283 0.09
H -1.114 -2.427 -5.862 0.08
H -1.754 -3.334 -4.474 0.09
H -2.203 -2.229 -2.558 0.13
H -2.584 -0.523 -2.892 0.13
H -1.300 -0.575 -0.934 0.10
H -0.255 0.094 -2.191 0.13
H 0.683 -2.546 -3.322 0.12
H 1.628 -3.102 -1.938 0.13
H 3.034 -1.748 -3.243 0.13
H 2.675 -0.842 -1.755 0.12
H 2.437 1.327 -2.211 0.08
H 1.830 1.826 -3.804 0.09
H 3.418 1.042 -3.672 0.09
C 0.955 -0.045 -6.534 -0.11
O 0.631 -0.929 -7.587 -0.20
C -0.472 -0.501 -8.364 -0.21
C -0.344 -0.941 -9.804 -0.19
O 0.615 -0.218 -10.553 -0.12
C 1.986 -0.505 -10.346 -0.19
C 2.461 -1.792 -10.978 -0.21
O 2.007 -2.925 -10.258 -0.20
C 1.782 -4.054 -11.070 -0.11
H 0.193 -0.058 -5.749 0.07
H 1.897 -0.379 -6.107 0.08
H 1.078 0.980 -6.908 0.09
H -0.562 0.591 -8.331 0.13
H -1.397 -0.934 -7.956 0.12
H -1.297 -0.719 -10.290 0.13
H -0.176 -2.019 -9.866 0.12
H 2.248 -0.477 -9.286 0.12
H 2.516 0.308 -10.847 0.13
H 3.559 -1.785 -10.986 0.13
H 2.110 -1.833 -12.016 0.13
H 1.124 -3.814 -11.913 0.09
H 1.298 -4.808 -10.452 0.09
H 2.719 -4.466 -11.460 0.09
C -1.064 5.673 6.494 -0.10
O -1.252 4.798 7.586 -0.19
C -1.797 3.550 7.236 -0.22
C -1.312 2.457 8.161 -0.19
O 0.032 2.045 7.963 -0.15
C 1.068 2.933 8.381 -0.18
C 1.230 3.052 9.878 -0.21
O 0.185 3.813 10.446 -0.20
C -0.135 3.442 11.770 -0.10
H -2.020 6.014 6.082 0.09
H -0.512 6.534 6.863 0.09
H -0.482 5.193 5.699 0.09
H -1.532 3.292 6.199 0.12
H -2.893 3.596 7.310 0.13
H -1.907 1.562 7.942 0.11
H -1.493 2.719 9.204 0.12
H 0.948 3.917 7.927 0.12
H 1.985 2.489 7.989 0.13
H 2.192 3.544 10.074 0.13
H 1.263 2.050 10.323 0.13
H -0.328 2.365 11.845 0.09
H -1.038 3.981 12.048 0.09
H 0.665 3.708 12.469 0.09
```

For the energy relative to the best compared isomer or geometry (same formula, charge and spin), the calculation gives 0.000 eV. Its charge is +1. Its total energy is -2432.32187 Ha. The LUMO energy is -4.95 eV. The value obtained for the HOMO-LUMO gap is 5.18 eV.